Density functional theory data (ωB97M-V/def2-TZVPD) for a structure of composition C19H32IrN5O6.

Each line ends with the natural charge from an NBO analysis.
Element x y z (Å)
1 Ir -1.5458 0.1311 -0.5109  1.50
2 N -0.6311 -0.9734 -2.0155  -0.72
3 C -1.2306 -0.6475 -3.3373  -0.25
4 C -1.3314 0.8596 -3.3729  -0.25
5 N -2.1505 1.2990 -2.1962  -0.37
6 C -3.6188 1.0930 -2.5139  -0.26
7 C -4.3751 0.4554 -1.3657  -0.24
8 N -3.4962 -0.6192 -0.8357  -0.75
9 C -1.8548 2.7156 -1.7980  -0.25
10 C -2.5516 3.0127 -0.4863  -0.25
11 N -2.1261 1.9607 0.4913  -0.78
12 H 0.3410 -0.6509 -2.0134  0.43
13 H -0.5514 -1.9722 -1.8185  0.46
14 H -2.2084 -1.1233 -3.4039  0.21
15 H -0.6239 -1.0386 -4.1538  0.27
16 H -1.7724 1.2189 -4.3037  0.26
17 H -0.3429 1.3124 -3.2751  0.24
18 H -3.6717 0.4330 -3.3779  0.24
19 H -4.0536 2.0446 -2.8195  0.26
20 H -5.3392 0.0625 -1.6875  0.27
21 H -4.5636 1.1503 -0.5506  0.22
22 H -3.5009 -1.4255 -1.4604  0.41
23 H -3.8506 -0.9845 0.0491  0.44
24 H -2.1605 3.4041 -2.5879  0.26
25 H -0.7733 2.7929 -1.6704  0.25
26 H -3.6350 3.0099 -0.5810  0.23
27 H -2.2665 3.9988 -0.1203  0.27
28 H -2.7441 1.9050 1.3007  0.44
29 H -1.2111 2.2317 0.8633  0.44
30 O 0.4179 -2.4783 0.0106  -0.61
31 C -0.3649 -2.1917 0.8788  0.84
32 O -1.4622 -1.4310 0.6856  -0.64
33 C -0.2676 -2.7729 2.2801  -0.15
34 N 1.2004 -2.8443 2.6463  -0.50
35 C 1.4817 -4.2168 3.2471  -0.22
36 C 0.0995 -4.7830 3.5289  -0.42
37 C -0.7516 -4.2238 2.3893  -0.41
38 H -0.7659 -2.1209 2.9918  0.26
39 H 1.4338 -2.0837 3.2846  0.46
40 H 1.7575 -2.6897 1.8026  0.46
41 H 2.1124 -4.0918 4.1226  0.25
42 H 2.0195 -4.7901 2.4956  0.24
43 H -0.2704 -4.4387 4.4955  0.24
44 H 0.1111 -5.8702 3.5439  0.27
45 H -1.8184 -4.2718 2.5944  0.26
46 H -0.5476 -4.7582 1.4591  0.23
47 O 0.7687 -0.1647 1.8077  -0.69
48 C 1.1128 0.5977 0.9170  0.81
49 O 0.2524 0.8912 -0.0988  -0.77
50 C 2.3894 1.2805 0.8165  -0.24
51 C 3.0989 1.5003 1.9829  -0.13
52 C 4.3327 2.1579 1.9613  -0.26
53 C 4.8097 2.5440 0.7341  0.30
54 O 5.9657 3.1746 0.4617  -0.43
55 C 6.0242 3.3420 -0.9624  0.23
56 O 4.8135 2.7930 -1.5054  -0.47
57 C 4.1069 2.3135 -0.4455  0.31
58 C 2.8951 1.7051 -0.4453  -0.26
59 H 2.6798 1.1657 2.9222  0.23
60 H 4.8930 2.3574 2.8630  0.26
61 H 6.8796 2.7923 -1.3513  0.19
62 H 6.0767 4.4041 -1.1944  0.19
63 H 2.3557 1.5464 -1.3681  0.22

Computed properties:
ΔE to the lowest compared entry with this formula, charge and spin   30.7 kcal per mole
LUMO energy (alpha / beta)   -9.4511 / -12.0795 eV
Spin multiplicity   2
Charge   +3
Expectation value of S²   0.75
Orbital gap (alpha / beta)   5.6 / 2.9 eV
Highest occupied orbital energy (alpha / beta)   -15.041 / -14.995 eV



Density functional theory data (ωB97M-V/def2-TZVPD) for an isolated molecule of C19H32N2O.

Each line ends with the natural charge from an NBO analysis.
Element x y z (Å)
1 C 4.4954 0.6864 -3.8485  -0.60
2 C 3.0176 0.3560 -4.0238  -0.40
3 C 2.8244 -0.9438 -4.8010  -0.39
4 C 1.3755 -1.2444 -5.1910  -0.39
5 C 0.4436 -1.5549 -4.0137  -0.44
6 C -0.3353 -0.3325 -3.5191  -0.06
7 O -1.3193 -0.6737 -2.5639  -0.51
8 C -0.9581 -0.9457 -1.2791  0.38
9 C 0.3222 -0.8335 -0.7494  -0.28
10 C 0.5465 -1.1178 0.5873  -0.21
11 C -0.4819 -1.5121 1.4301  -0.08
12 C -0.2311 -1.7717 2.8979  -0.22
13 N -0.3636 -0.6518 3.8127  -0.44
14 C -1.6867 -0.1058 4.0150  -0.22
15 C -2.0701 1.0047 3.0294  -0.24
16 N -1.0813 2.0686 3.0842  -0.45
17 C -1.4638 3.1986 2.2555  -0.21
18 C -0.6579 4.4508 2.5835  -0.61
19 C 0.2184 1.5281 2.7236  -0.25
20 C 0.6047 0.4161 3.7064  -0.22
21 C -1.7567 -1.6414 0.8867  -0.19
22 C -1.9951 -1.3616 -0.4415  -0.28
23 H 5.0040 -0.1131 -3.3138  0.20
24 H 4.6177 1.6083 -3.2846  0.21
25 H 4.9771 0.8099 -4.8160  0.20
26 H 2.5234 1.1728 -4.5551  0.19
27 H 2.5598 0.2712 -3.0372  0.19
28 H 3.4150 -0.8849 -5.7191  0.20
29 H 3.2184 -1.7767 -4.2136  0.19
30 H 1.3900 -2.1104 -5.8561  0.21
31 H 0.9727 -0.4041 -5.7611  0.19
32 H -0.2972 -2.2969 -4.3198  0.22
33 H 1.0146 -1.9901 -3.1917  0.20
34 H -0.9059 0.0936 -4.3502  0.19
35 H 0.3308 0.4447 -3.1299  0.17
36 H 1.1565 -0.5258 -1.3600  0.20
37 H 1.5513 -1.0289 0.9772  0.21
38 H -0.9264 -2.5416 3.2483  0.20
39 H 0.7868 -2.1553 3.0245  0.20
40 H -2.4203 -0.9125 3.9697  0.20
41 H -1.7020 0.3228 5.0241  0.20
42 H -3.0399 1.4163 3.3220  0.20
43 H -2.1616 0.5951 2.0081  0.17
44 H -1.3687 2.9619 1.1789  0.16
45 H -2.5190 3.4030 2.4578  0.19
46 H 0.3713 4.3654 2.2455  0.20
47 H -0.6600 4.6144 3.6576  0.21
48 H -1.1051 5.3126 2.0941  0.21
49 H 0.9632 2.3226 2.7909  0.20
50 H 0.2122 1.1418 1.6885  0.17
51 H 1.5741 -0.0034 3.4312  0.20
52 H 0.6908 0.8666 4.7023  0.20
53 H -2.5742 -1.9672 1.5143  0.21
54 H -2.9838 -1.4563 -0.8626  0.22

Computed properties:
SMILES string   CCCCCCOc1ccc(CN2CCN(CC)CC2)cc1
ΔE to the lowest compared entry with this formula, charge and spin   6.5 kcal per mole
LUMO energy   0.8254 eV
Orbital gap   8.6 eV
Highest occupied orbital energy   -7.787 eV



Density functional theory data (ωB97M-V/def2-TZVPD) for a structure of composition C19H32NO7RuSSi.

Each line ends with the natural charge from an NBO analysis.
Element x y z (Å)
1 Ru -0.2596 -0.0190 0.0694  0.95
2 O 2.2131 0.4739 -3.4132  -0.60
3 C 1.6382 0.2675 -2.2640  0.80
4 O 0.4390 0.1018 -2.0982  -0.57
5 C 2.5703 0.2475 -1.0970  0.10
6 C 3.9483 0.1590 -1.1589  -0.15
7 C 4.6463 0.1029 0.0421  -0.10
8 C 3.9512 0.1610 1.2479  -0.17
9 C 2.5748 0.2668 1.2063  0.08
10 N 1.9129 0.2933 0.0542  -0.45
11 C 1.6273 0.3063 2.3720  0.81
12 O 2.0396 0.5846 3.5750  -0.57
13 O 0.4423 0.0769 2.1792  -0.56
14 H 1.5661 0.4915 -4.1411  0.54
15 H 4.4530 0.1238 -2.1147  0.28
16 H 5.7250 0.0166 0.0418  0.27
17 H 4.4877 0.0968 2.1861  0.25
18 H 2.9746 0.8237 3.6435  0.52
19 C -2.3100 -3.4784 1.2345  -0.64
20 C -1.6371 -2.8540 0.0279  0.30
21 C -2.2046 -3.3763 -1.2788  -0.64
22 C -0.1357 -3.0556 0.0810  -0.65
23 O -1.8936 -1.3794 0.0961  -0.92
24 Si -3.2644 -0.4422 -0.0721  2.26
25 S -1.9946 1.3437 -0.1400  -0.09
26 O -4.2489 -0.4270 1.1605  -0.97
27 C -4.3971 0.0227 2.5480  0.29
28 C -4.9789 -1.1558 3.3057  -0.63
29 C -5.3576 1.1955 2.5258  -0.63
30 C -3.0457 0.4178 3.1192  -0.64
31 O -3.9295 -0.6930 -1.4852  -0.97
32 C -5.1916 -0.2958 -2.1320  0.29
33 C -6.2967 -1.1730 -1.5720  -0.64
34 C -4.9859 -0.5305 -3.6136  -0.62
35 C -5.4438 1.1715 -1.8285  -0.64
36 H -2.1337 -4.5543 1.2378  0.25
37 H -3.3885 -3.3100 1.2048  0.23
38 H -1.9143 -3.0572 2.1607  0.22
39 H -1.9399 -4.4273 -1.3971  0.24
40 H -1.8069 -2.8130 -2.1245  0.22
41 H -3.2913 -3.2910 -1.2934  0.24
42 H 0.0932 -4.1208 0.0763  0.27
43 H 0.2795 -2.6406 1.0031  0.21
44 H 0.3453 -2.6204 -0.7996  0.20
45 H -5.8844 -1.5101 2.8132  0.23
46 H -5.2327 -0.8540 4.3219  0.23
47 H -4.2618 -1.9772 3.3552  0.21
48 H -6.3192 0.8913 2.1117  0.23
49 H -4.9567 2.0116 1.9200  0.21
50 H -5.5183 1.5654 3.5387  0.24
51 H -2.3313 -0.4056 3.0332  0.21
52 H -3.1516 0.6717 4.1735  0.25
53 H -2.6424 1.2948 2.6084  0.21
54 H -6.1044 -2.2242 -1.7937  0.22
55 H -7.2510 -0.8977 -2.0217  0.24
56 H -6.3756 -1.0484 -0.4903  0.22
57 H -4.7155 -1.5704 -3.7993  0.22
58 H -4.1920 0.1118 -3.9976  0.21
59 H -5.9056 -0.3084 -4.1547  0.23
60 H -5.5800 1.3272 -0.7537  0.21
61 H -6.3490 1.5058 -2.3349  0.25
62 H -4.6114 1.7869 -2.1786  0.22

Computed properties:
ΔE to the lowest compared entry with this formula, charge and spin   0.0 kcal per mole
LUMO energy (alpha / beta)   -8.0487 / -8.0654 eV
Spin multiplicity   2
Charge   +2
Expectation value of S²   0.76
Orbital gap (alpha / beta)   7.1 / 7.1 eV
Highest occupied orbital energy (alpha / beta)   -15.125 / -15.119 eV



Density functional theory data (ωB97M-V/def2-TZVPD) for a structure of composition C19H33AsBO2RhS4Sb.

Each line ends with the natural charge from an NBO analysis.
Element x y z (Å)
1 Rh 0.7113 -0.1653 -0.1889  0.04
2 S 3.3624 1.7693 2.0545  -0.76
3 As 2.7343 -0.2325 2.2248  0.93
4 S 0.4453 -0.2778 2.0400  -0.37
5 S 2.6443 -1.1951 0.1670  -0.48
6 S 3.5395 -1.4560 3.6963  -0.69
7 C -4.5064 -4.3641 -4.9313  -0.59
8 C -3.7741 -5.3478 -4.0079  -0.07
9 C -2.6529 -6.0402 -4.7944  -0.60
10 C -4.7742 -6.4150 -3.5638  -0.60
11 C -3.1706 -4.5869 -2.8251  -0.02
12 C -3.4964 -4.8758 -1.5035  -0.23
13 C -2.9384 -4.1826 -0.4206  -0.27
14 C -2.0421 -3.1890 -0.7110  0.29
15 O -1.3557 -2.3631 0.1439  -0.68
16 B -0.5806 -1.5428 -0.6742  1.00
17 O -0.7972 -1.8580 -2.0333  -0.70
18 C -1.7058 -2.8894 -2.0227  0.23
19 C -2.2450 -3.5613 -3.0875  -0.26
20 H -4.9479 -4.8964 -5.7778  0.20
21 H -3.8299 -3.6056 -5.3267  0.21
22 H -5.3049 -3.8515 -4.3913  0.21
23 H -3.0685 -6.5891 -5.6436  0.20
24 H -2.1148 -6.7448 -4.1576  0.21
25 H -1.9297 -5.3202 -5.1792  0.21
26 H -5.1784 -6.9195 -4.4440  0.21
27 H -5.6103 -5.9794 -3.0134  0.21
28 H -4.3034 -7.1706 -2.9322  0.21
29 H -4.2031 -5.6632 -1.2839  0.21
30 H -3.1992 -4.4239 0.6005  0.22
31 H -1.9514 -3.2991 -4.0958  0.22
32 C -3.3904 3.4378 -1.6714  -0.62
33 C -2.7641 2.0483 -1.7359  -0.53
34 C -2.7794 1.4750 -3.1532  -0.63
35 Sb -0.7623 1.8806 -0.9566  1.20
36 C -0.7413 3.0957 0.8151  -0.53
37 C -0.7844 4.6092 0.6384  -0.62
38 C -1.8588 2.5939 1.7273  -0.63
39 C 0.4932 2.9164 -2.3671  -0.53
40 C 1.8551 3.1152 -1.6990  -0.63
41 C -0.0616 4.2208 -2.9329  -0.62
42 H -4.4038 3.4101 -2.0865  0.20
43 H -2.8218 4.1693 -2.2471  0.20
44 H -3.4640 3.8031 -0.6476  0.21
45 H -3.3287 1.3754 -1.0848  0.22
46 H -2.2076 2.1015 -3.8425  0.20
47 H -3.8035 1.4208 -3.5352  0.20
48 H -2.3555 0.4685 -3.1883  0.23
49 H 0.2189 2.8103 1.2570  0.27
50 H -1.6881 4.9471 0.1272  0.19
51 H 0.0774 4.9830 0.0849  0.21
52 H -0.7672 5.0882 1.6227  0.21
53 H -2.8497 2.8201 1.3216  0.18
54 H -1.7850 3.0780 2.7052  0.21
55 H -1.7831 1.5181 1.8926  0.24
56 H 0.6047 2.2008 -3.1869  0.22
57 H 1.8001 3.8054 -0.8550  0.21
58 H 2.5669 3.5304 -2.4193  0.20
59 H 2.2822 2.1875 -1.3116  0.24
60 H -0.3027 4.9386 -2.1474  0.21
61 H -0.9619 4.0605 -3.5281  0.20
62 H 0.6829 4.6895 -3.5851  0.20

Computed properties:
ΔE to the lowest compared entry with this formula, charge and spin   0.0 kcal per mole
LUMO energy   1.9773 eV
Charge   -1
Orbital gap   6.2 eV
Highest occupied orbital energy   -4.237 eV



Here are the calculated calculated total energy numbers, same order: -42772.4826; -25249.5736; -57329.8703; -138741.1235 (eV).